12
Properties=species:S:1:pos:R:3:forces:R:3 method="wB97M-V/def2-TZVPD" e_homo_ev=-9.8 total_energy_ev=-8234.8550 orbital_gap_ev=10.24 relative_energy_ev=1.844 multiplicity=1
H -0.23527 1.79563 -0.40725 -0.1 0.1 -0.1
N -0.19773 1.13653 -1.18586 0.0 -0.2 0.3
C 0.06306 -0.03769 -0.77140 -0.1 0.2 0.2
C 0.03146 -1.04901 -1.92761 -0.1 -0.2 0.1
O -0.35148 -2.18755 -1.86628 0.3 0.5 0.3
N 0.21923 -0.47663 0.56007 0.1 0.4 0.1
C -0.16543 0.38194 1.69056 -0.1 0.1 0.0
H 0.30645 -0.56643 -2.88856 -0.1 -0.1 0.2
H 1.16932 -0.75558 0.74450 0.1 -0.8 -0.4
H 0.45987 1.27816 1.85516 -0.1 -0.2 -0.3
H -0.09552 -0.22015 2.60634 0.0 0.1 -0.3
H -1.20394 0.70078 1.59034 0.1 0.0 -0.1

13
Properties=species:S:1:pos:R:3:forces:R:3 method="wB97M-V/def2-TZVPD" charge=+1 e_homo_ev=-12.9 total_energy_ev=-7230.6696 orbital_gap_ev=8.66 relative_energy_ev=5.069 multiplicity=1
H 2.76242 2.00404 -0.36470 -1.4 0.6 0.4
N 1.90001 2.60203 -0.27053 2.3 -0.1 -0.5
C 0.79858 2.08616 -0.43581 -3.1 -1.6 0.1
C -0.66011 2.25647 -0.57574 3.5 -2.4 0.5
C -0.23341 0.95738 -0.49810 -0.8 2.1 -1.1
C -0.69118 -0.49730 -0.52361 1.0 -0.2 -0.7
N 0.08314 -1.06466 0.62925 -2.3 1.4 2.5
H -1.30627 3.07173 -0.73074 -1.2 0.4 -0.1
H -0.31543 -1.17963 -1.38036 -0.8 1.7 0.8
H -1.73032 -0.69732 -0.31605 -0.4 0.3 -0.3
H -0.31953 -0.76555 1.63190 1.7 -0.3 -2.7
H 0.99962 -0.80153 0.36073 1.7 0.6 1.0
H 0.03763 -2.03673 0.60797 -0.1 -2.4 0.1

26
Properties=species:S:1:pos:R:3:forces:R:3 method="wB97M-V/def2-TZVPD" charge=+1 e_homo_ev="-10.9 / -11.6" total_energy_ev=-118338.5279 orbital_gap_ev="6.73 / 6.98" relative_energy_ev=0.202 multiplicity=6
Mn 0.36404 0.94862 0.87740 -0.2 0.5 0.0
C -1.64386 1.17358 2.47015 0.1 0.0 0.0
C -2.25604 1.57882 1.27991 0.0 -0.1 0.0
C -1.77270 2.68286 0.58347 0.0 0.0 0.0
C -0.66095 3.37817 1.05961 0.1 0.0 0.0
C -0.04407 2.98281 2.25086 0.1 0.0 -0.1
C -0.54250 1.88353 2.96493 0.0 -0.2 0.0
H -2.00291 0.29992 2.99774 -0.1 0.0 0.0
H -3.07897 1.00248 0.87935 -0.1 0.1 0.0
H -2.21404 2.96211 -0.36316 0.0 0.0 0.0
H -0.24884 4.19824 0.48835 0.0 0.0 0.0
H 0.82051 3.51869 2.62104 0.0 0.0 0.0
H -0.06757 1.57876 3.88872 0.0 0.0 0.0
Cl -0.02853 -0.61370 -3.95846 0.0 0.0 0.0
C 0.58012 -1.61429 -2.70649 0.0 0.1 0.2
C 0.76269 -1.09224 -1.41615 0.0 -0.3 -0.1
C 1.19990 -1.98445 -0.42588 0.0 0.1 0.0
Cl 1.43692 -1.40232 1.22280 0.0 0.0 -0.1
C 1.50344 -3.31094 -0.67043 -0.1 0.0 -0.2
Cl 2.08040 -4.34020 0.56300 0.0 0.0 0.1
C 1.31922 -3.79803 -1.96954 0.0 0.0 0.0
Cl 1.67592 -5.43037 -2.31947 0.0 0.0 0.0
C 0.84429 -2.95622 -2.97809 0.0 0.0 0.0
Cl 0.60731 -3.57155 -4.55337 0.0 0.0 0.0
S 0.86792 1.64998 -1.78508 0.0 0.1 0.2
C 0.49830 0.27574 -1.00121 0.2 -0.2 -0.2

16
Properties=species:S:1:pos:R:3:forces:R:3 method="wB97M-V/def2-TZVPD" charge=-1 e_homo_ev="1.3 / -4.8" total_energy_ev=-6720.0588 orbital_gap_ev="3.04 / 8.98" relative_energy_ev=0.894 multiplicity=2
C 1.98478 -0.16297 -1.39169 0.6 -1.6 -0.3
N 0.74366 0.43305 -1.71232 -2.3 1.3 0.1
H 2.26396 0.26937 -0.40941 0.4 -0.5 -0.4
H 2.70566 0.06610 -2.20163 0.4 -0.4 0.7
H 1.84078 -1.32003 -1.32296 0.5 1.9 0.1
H 0.42756 0.35846 -2.66097 0.2 -0.5 -0.6
H 0.74621 1.44666 -1.57518 0.2 -0.1 0.3
N -0.76664 -1.02689 0.45535 -6.2 -0.7 -1.1
C -1.71338 -0.37276 1.37145 0.2 0.5 0.1
N -1.20049 0.78637 2.13643 -5.1 0.3 -3.8
H -0.83706 -0.71106 -0.51496 0.4 0.2 0.8
H 0.09217 -0.99273 0.77339 5.3 0.3 1.6
H -2.47124 0.06337 0.72109 -0.3 -0.2 0.1
H -2.26928 -1.03667 2.10285 0.9 0.3 -0.8
H -0.51791 0.66427 2.73509 4.3 -1.1 3.4
H -1.02877 1.53549 1.49347 0.5 0.3 -0.1

97
Properties=species:S:1:pos:R:3:forces:R:3 method="wB97M-V/def2-TZVPD" charge=+3 e_homo_ev="-15.9 / -15.9" total_energy_ev=-191252.3212 orbital_gap_ev="6.65 / 6.73" relative_energy_ev=0.000 multiplicity=2
Ti -0.56283 -1.05444 -0.45577 0.0 0.5 -0.2
C -4.44268 -0.56614 3.50909 0.0 0.0 0.0
C -4.47993 -1.36574 2.19688 -0.1 0.1 0.2
Ge -2.82176 -1.16518 1.22127 0.1 -0.1 -0.5
C -1.31102 -2.32637 1.77220 0.1 -0.3 0.4
C -1.12872 -2.16921 3.30332 -0.1 0.0 -0.1
C -1.95392 0.56317 1.21150 0.2 0.1 -0.3
C -1.47819 1.53202 0.37513 -0.2 -0.1 0.1
Ge -1.55754 1.20319 -1.56890 -0.1 -0.3 0.0
C -0.42087 2.05062 -2.92529 0.0 0.2 0.0
C -0.26314 3.57575 -3.00001 -0.1 -0.1 -0.1
C -3.44509 1.23813 -2.13461 0.0 0.1 0.1
C -3.95233 2.68174 -2.27410 0.0 0.0 0.0
C -0.89052 2.75720 0.94208 0.1 -0.1 0.0
C -0.30336 2.77688 2.20922 0.0 0.0 0.1
C 0.14370 3.96847 2.75339 0.0 0.0 0.0
C 0.01047 5.15555 2.04243 0.0 0.0 0.0
C -0.56173 5.14633 0.77700 0.0 0.0 0.0
C -0.99868 3.95130 0.22881 0.1 0.1 0.2
H -5.39098 -0.69740 4.03069 0.0 0.0 0.0
H -4.31632 0.50079 3.32218 0.0 0.0 0.0
H -3.65159 -0.89681 4.18130 0.0 0.0 0.0
H -5.28726 -1.00194 1.56255 0.0 0.0 0.0
H -4.63749 -2.43106 2.37307 0.0 0.0 0.0
H -0.30450 -2.09462 1.37471 0.0 0.1 -0.1
H -1.45757 -3.37876 1.53460 -0.1 -0.1 -0.1
H -1.00008 -1.12635 3.59253 0.0 0.0 0.0
H -0.24100 -2.70999 3.63140 0.0 0.0 0.0
H -1.97991 -2.58364 3.84186 0.0 0.0 0.0
H -1.89177 0.80723 2.27890 0.1 -0.1 0.0
H -0.87174 1.68153 -3.85131 0.0 0.0 -0.1
H 0.55565 1.57968 -2.86264 0.1 0.0 0.0
H -1.22082 4.09247 -3.08090 0.0 0.0 0.0
H 0.31590 3.83426 -3.88787 0.0 0.0 0.0
H 0.26257 3.97459 -2.13559 0.1 0.0 0.0
H -4.05421 0.71344 -1.39305 -0.1 0.0 0.1
H -3.53114 0.70844 -3.08408 0.0 0.0 0.0
H -3.86631 3.23183 -1.33407 0.0 0.0 0.0
H -5.00280 2.69741 -2.56675 0.0 0.0 0.0
H -3.39856 3.22360 -3.04222 0.0 0.0 0.0
H -0.16234 1.85034 2.75800 0.0 0.1 0.0
H 0.59885 3.97631 3.73549 0.0 0.0 0.0
H 0.35667 6.08603 2.47370 0.0 0.0 0.0
H -0.67208 6.06969 0.22161 0.0 0.0 0.0
H -1.46296 3.95983 -0.74100 -0.2 0.0 -0.2
C 3.38606 0.92397 -3.43956 0.1 0.0 0.1
C 4.36254 0.23981 -2.51221 -0.1 0.0 -0.1
C 5.70923 0.15760 -2.85661 0.1 -0.1 0.1
C 6.64207 -0.41997 -2.00164 -0.2 0.0 0.0
C 6.25002 -0.92726 -0.76654 0.1 0.1 -0.1
C 4.91808 -0.85542 -0.39744 -0.1 0.0 0.0
C 3.99495 -0.28545 -1.27299 0.0 0.0 -0.1
Sb 2.01449 -0.20336 -0.58441 0.0 0.3 0.3
C 2.26273 0.29428 1.46515 0.1 0.1 -0.1
C 2.14131 -0.58783 2.53756 -0.2 0.0 0.0
C 2.39002 -0.15986 3.83379 0.1 0.1 0.0
C 2.78494 1.15403 4.05594 0.0 -0.1 -0.1
C 2.89675 2.03369 2.98773 0.0 0.1 0.1
C 2.62429 1.63244 1.68406 0.2 0.0 -0.1
C 2.76125 2.61551 0.54285 0.0 -0.1 0.1
C 1.43271 -2.34397 -0.52928 0.1 0.0 0.1
C 1.94420 -3.25064 0.41161 0.0 0.0 -0.1
C 1.70021 -4.60725 0.29690 0.0 0.0 0.0
C 0.92257 -5.08559 -0.75664 0.0 -0.1 0.1
C 0.43206 -4.21186 -1.71020 0.0 0.0 -0.1
C 0.69500 -2.83916 -1.63335 0.1 0.0 0.2
C 0.27715 -1.94407 -2.77026 -0.1 -0.1 0.1
H 3.76621 0.95505 -4.45921 0.0 0.0 0.0
H 3.20922 1.95773 -3.12722 0.0 0.0 0.0
H 2.41885 0.41702 -3.47281 0.0 0.0 0.0
H 6.03196 0.55793 -3.81128 0.0 0.0 0.1
H 7.68131 -0.46898 -2.29948 0.0 0.0 0.0
H 6.97586 -1.36869 -0.09603 0.0 0.0 0.0
H 4.61037 -1.22621 0.57490 0.0 0.0 0.0
H 1.86407 -1.62351 2.38372 0.0 0.1 0.1
H 2.30947 -0.85631 4.65910 0.0 0.0 0.0
H 3.01223 1.49148 5.05931 0.0 0.0 0.0
H 3.20531 3.05960 3.16632 0.0 -0.1 0.0
H 3.02360 3.60864 0.90367 0.0 0.0 0.0
H 1.81922 2.72294 -0.01138 0.0 0.0 0.0
H 3.54956 2.31391 -0.15585 0.0 0.0 0.0
H 2.57130 -2.90080 1.22167 0.0 -0.1 -0.1
H 2.12311 -5.29708 1.01650 0.0 0.0 0.0
H 0.73706 -6.14883 -0.85393 0.0 0.0 0.0
H -0.10263 -4.60043 -2.57008 0.0 0.0 0.0
H -0.19255 -2.52996 -3.55675 0.0 0.0 -0.1
H 1.11503 -1.39708 -3.19376 0.1 0.0 -0.1
H -0.48135 -1.14911 -2.54531 -0.2 0.3 0.1
C -5.55226 -2.25263 -0.97721 0.1 0.2 -0.1
Te -3.45278 -2.10091 -1.37044 0.0 -0.3 0.4
C -3.14308 -4.16019 -0.89181 0.0 0.1 0.0
H -5.69134 -2.65558 0.01788 0.0 0.0 0.1
H -5.91710 -2.93907 -1.73761 0.0 0.0 0.0
H -6.00809 -1.27453 -1.09517 0.0 0.0 0.0
H -3.48101 -4.74056 -1.74725 0.0 0.0 0.0
H -3.72810 -4.41019 -0.01114 0.0 0.0 0.0
H -2.08618 -4.33341 -0.72064 0.1 0.0 0.0

19
Properties=species:S:1:pos:R:3:forces:R:3 method="wB97M-V/def2-TZVPD" e_homo_ev=-8.5 total_energy_ev=-26521.4272 orbital_gap_ev=9.35 relative_energy_ev=2.586 multiplicity=1
C 3.39041 -1.51782 1.57488 -1.5 0.9 3.2
C 2.10687 -1.33760 1.44852 0.7 -0.1 -0.3
C 0.86854 -1.15606 1.14287 -1.8 0.0 -0.4
C 0.30540 0.24604 0.90697 -1.0 0.9 1.6
C -0.05519 0.58628 -0.53270 0.8 2.3 -1.3
P -1.57545 -0.28628 -1.29079 0.0 1.2 -0.4
C -2.85400 1.16326 -1.05404 -0.1 -3.1 -0.9
S -1.28319 0.25287 -3.35270 2.7 0.4 0.4
H 3.89544 -1.78957 0.72681 1.8 -0.3 -1.7
H 3.81552 -1.37715 2.59652 0.1 -0.5 -1.1
H 0.25264 -2.06373 0.94670 0.2 0.9 0.5
H -0.56372 0.59324 1.63864 1.4 -1.4 -1.4
H 1.07200 0.97789 1.21184 0.0 -0.4 -0.2
H -0.18913 1.76839 -0.55451 -0.1 -2.3 -0.1
H 0.90612 0.46966 -1.16533 -1.7 -0.3 0.7
H -2.20542 1.94901 -1.41101 -0.6 0.8 0.7
H -3.80584 1.00214 -1.70675 1.8 0.3 1.3
H -3.00764 0.87012 -0.00810 -0.5 1.6 0.1
H -2.45115 -0.17658 -3.57475 -2.2 -0.8 -0.7

- The highest multiplicity belongs to which entry?
  C13H6Cl5MnS

- The highest multiplicity belongs to which entry?
  C13H6Cl5MnS